Entry from OMol25: a gas-phase ion, C5H14N2 (charge -1) (the ωB97M-V functional and the def2-TZVPD basis).

Properties
2S+1 ... 2
Energy ... -308.33743 a.u.
Net charge ... -1
Highest occupied orbital energy (alpha / beta) ... 1.40 / -4.70 eV
Relative energy (zero: lowest compared OMol25 entry of this formula, charge and spin) ... 16.1 kcal/mol

Last column: Mulliken spin population.
Cartesian coordinates (Å):
H (-1.190793, -1.677777, 1.325970)  0.383
H (-1.779034, 0.610335, 0.757731)  -0.208
C (0.644649, -0.744769, 0.703161)  0.443
H (0.059936, 1.967336, 0.024249)  0.011
H (0.781110, 1.898807, -1.551052)  -0.148
H (-2.931299, -0.127719, -0.313100)  -0.748
H (0.988595, -0.542020, -1.387437)  0.086
H (-2.428575, 1.460752, -0.689196)  0.112
H (0.398681, -0.023583, 1.489780)  -0.199
H (-0.387367, -2.631291, 0.113887)  -0.312
N (-1.000715, -0.108631, -1.095216)  -1.098
H (2.871656, 1.566525, -0.619802)  -0.063
C (0.794351, 1.434502, -0.572345)  0.038
H (1.711911, -0.956030, 0.709542)  -0.400
H (0.237440, -2.523402, 1.800896)  -1.153
H (2.334607, 1.143137, 0.811428)  -0.009
N (2.096132, 1.699955, 0.020555)  0.029
C (0.355160, -0.026763, -0.655001)  1.144
C (-2.032038, 0.511741, -0.300080)  1.805
H (-1.321383, -0.950563, -1.541313)  -0.144
C (-0.203025, -1.980545, 0.967345)  1.431

Atoms 1-3, force components in eV/Å:
H -0.1 0.0 -0.2
H 0.1 0.2 0.0
C -0.6 0.6 -0.6

***

Entry from OMol25: 2 unconnected molecules or ions with the total composition C6H3P (the ωB97M-V functional and the def2-TZVPD basis).

Properties
2S+1 ... 1
Energy ... -571.41400 a.u.
Net charge ... 0
Highest occupied orbital energy (alpha / beta) ... -8.31 / -10.35 eV
Relative energy (zero: lowest compared OMol25 entry of this formula, charge and spin) ... 2.6 kcal/mol

Last column: Mulliken charge in e.
Cartesian coordinates (Å):
C (0.704629, 2.419718, -0.475201)  0.380
C (2.817572, -1.512084, 0.686603)  0.436
H (-4.633376, -0.441315, 0.678199)  0.396
H (3.586350, -1.909426, 1.286134)  0.392
P (0.673948, -0.464795, -1.030365)  -0.213
C (-3.753197, -0.718145, 0.159409)  -0.250
C (-2.773973, -1.060864, -0.437500)  -0.226
C (1.925760, -0.992086, 0.058938)  -0.691
H (0.709531, 3.459275, -0.312147)  0.384
C (0.742755, 1.219721, -0.614071)  -0.608

Atoms 1-3, force components in eV/Å:
C 0.1 -0.6 0.0
C -0.4 0.3 -0.1
H -0.2 0.0 0.1

***

Entry from OMol25: 2 unconnected molecules or ions with the total composition C11H14N2O (the ωB97M-V functional and the def2-TZVPD basis).

Properties
2S+1 ... 1
Energy ... -612.24856 a.u.
Net charge ... 0
Highest occupied orbital energy ... -8.10 eV
Relative energy (zero: lowest compared OMol25 entry of this formula, charge and spin) ... 64.1 kcal/mol

Last column: Mulliken charge in e.
Cartesian coordinates (Å):
H (-0.565418, -0.050736, -3.175628)  0.334
C (-0.210915, 2.245475, -0.647369)  0.674
H (-1.432373, 4.088986, -3.128565)  0.354
H (-0.318215, 1.566279, 1.364415)  0.269
H (0.688519, 0.309390, -1.032346)  0.397
C (-1.047885, 3.274069, -2.524739)  -0.461
H (1.307163, 1.747491, 0.943729)  0.365
C (1.252563, -2.971237, 1.245589)  -0.461
H (2.559439, -1.686377, 3.354343)  0.311
H (-1.753196, -4.190761, 1.242365)  0.376
H (1.620900, -2.687431, 4.370558)  0.277
C (-1.087589, 2.096292, -3.285777)  0.628
C (1.504569, -1.936680, 3.545160)  -1.156
C (-0.019201, 1.035957, -1.406979)  -0.620
C (-0.873763, -3.603548, 1.478950)  -0.210
O (-1.573541, 2.358451, -4.536904)  -0.501
C (-0.968640, 3.290421, -1.124410)  -0.594
H (-1.461236, 4.077056, -0.603631)  0.437
N (-0.579113, -2.831174, 2.547457)  -0.627
H (0.395858, 3.279107, 0.983637)  0.367
C (-0.562960, 0.911743, -2.677461)  -0.631
H (0.134255, -3.977336, -0.273786)  0.240
C (0.327905, 2.208227, 0.747020)  -1.326
H (-1.324246, 1.668125, -5.155851)  0.306
H (0.896292, -1.163606, 3.988635)  0.306
C (0.714666, -2.507822, 2.420076)  0.639
N (0.240665, -3.714568, 0.692432)  -0.097
H (2.135506, -2.835800, 0.649081)  0.408

Atoms 1-3, force components in eV/Å:
H 0.1 0.1 -0.2
C 0.6 -3.0 0.4
H -0.1 0.4 0.5

***

Entry from OMol25: 9 unconnected molecules or ions with the total composition C17H51NO9 (the ωB97M-V functional and the def2-TZVPD basis).

Properties
2S+1 ... 2
Energy ... -1409.95738 a.u.
Net charge ... -1
Highest occupied orbital energy (alpha / beta) ... 0.54 / -6.00 eV
Relative energy (zero: lowest compared OMol25 entry of this formula, charge and spin) ... 0.0 kcal/mol

Last column: Mulliken spin population.
Cartesian coordinates (Å):
H (-2.747175, 0.442911, 2.050135)  0.131
H (3.674545, -4.053579, 1.487015)  -0.026
H (3.651605, -0.793859, -0.292295)  0.010
C (1.519595, -5.674669, 0.966775)  0.028
C (-0.499135, 5.368411, 0.320655)  0.050
O (-3.575715, 2.668341, 0.950895)  -0.070
H (-0.441645, 0.540951, -1.189215)  0.005
O (1.427945, -4.536349, -1.726805)  -0.033
H (4.613485, -2.321769, -0.237585)  0.034
H (1.297815, -1.163699, -0.807865)  0.021
H (4.563045, -3.485719, -2.205665)  -0.007
H (0.592945, -4.065709, -1.780435)  0.010
H (-4.491405, -0.779979, 2.322985)  0.041
H (2.514135, -6.092749, 1.122345)  0.007
C (-1.503605, 2.630061, 3.850735)  0.313
H (3.056475, 0.885881, 3.000045)  -0.086
C (-4.105885, 1.827731, -0.102935)  0.237
O (-0.713545, 0.226481, -5.359405)  -0.051
H (2.389655, -3.541329, 2.667565)  0.110
H (-3.496655, 1.949161, -0.998585)  -0.064
H (3.990305, -1.645219, 1.922295)  -0.054
C (3.623055, -1.874549, -0.153055)  0.315
C (-0.822925, -0.725549, -4.348825)  0.053
N (2.192925, -3.924589, -0.696845)  0.234
C (-2.575015, -0.620859, 1.886275)  0.219
H (-0.140795, 5.750461, -0.635235)  -0.028
H (0.043405, -1.379899, -4.251845)  -0.004
H (-0.791165, 6.153351, 1.018285)  0.011
O (-3.818845, -1.308709, 1.887435)  -0.293
H (-2.106445, -0.897109, 0.941705)  0.126
H (2.223255, -0.860129, -2.301085)  0.000
H (3.154855, -3.658659, -3.154075)  0.018
H (0.339295, -2.267049, 0.406565)  -0.020
H (-1.738595, 4.537171, 3.976495)  -0.011
H (-0.595405, 2.635261, 3.248025)  0.231
C (3.621245, -2.986609, -2.433715)  0.037
C (2.752195, -2.598469, -1.194145)  -0.507
H (-0.083265, 3.614741, 0.789035)  0.025
H (-4.495895, 3.330961, -3.000755)  0.036
C (0.323435, -3.307359, 0.731545)  0.470
O (1.069675, 0.534211, 2.347995)  -4.208
H (-4.138365, 0.749751, 0.055205)  -0.031
C (1.691105, -4.122429, 0.638385)  -0.785
H (-0.134785, -3.398859, 1.716305)  -0.002
C (-2.828185, 4.390841, -2.934495)  0.142
C (1.661885, -1.604219, -1.736025)  0.087
C (2.235445, 1.357941, 2.460445)  1.040
C (3.195745, -2.030779, 1.283455)  0.581
C (2.747615, -3.500539, 1.638825)  0.457
O (-0.614615, 1.781811, 0.476565)  0.839
H (2.478835, -1.235289, 1.486745)  -0.422
H (-2.346105, 2.502851, 3.170955)  0.110
H (0.859835, 0.234901, 3.235685)  1.766
H (-2.640215, 2.484761, 0.838015)  0.072
H (-2.529745, 4.580021, -1.903365)  0.000
O (-1.539185, 3.851791, 4.618435)  -0.109
H (-1.849815, 4.263351, -3.397805)  -0.010
O (0.305335, 4.461731, 1.019685)  -0.100
H (2.597995, 1.791271, 1.528305)  0.202
H (0.930645, -6.192499, 0.209755)  0.003
O (-3.551195, 3.197111, -3.106695)  -0.109
H (-1.387105, 1.772291, 4.513125)  -0.181
H (-1.845205, -0.806499, 2.674315)  0.002
H (0.655855, 1.889381, -1.074455)  0.013
H (-1.071725, -0.166629, -3.446715)  0.031
C (-0.368845, 1.580131, -0.868415)  -0.277
H (-3.297515, 5.336641, -3.205225)  -0.019
H (-1.341375, 0.946491, -5.264505)  0.012
H (-0.397505, -3.744259, 0.040555)  0.010
H (1.123665, -5.861839, 1.964925)  -0.013
H (-0.034745, 1.212681, 0.987885)  0.282
H (0.845915, -2.097369, -2.264335)  0.055
H (-1.675625, -1.391119, -4.483065)  -0.002
H (-1.410765, 4.835251, 0.050885)  0.022
H (-5.078085, 2.157191, -0.469525)  -0.014
H (1.957765, 2.205681, 3.086805)  0.074
H (-1.008385, 2.155761, -1.537545)  -0.030
H (3.909645, -2.119259, -3.027545)  -0.006

Atoms 1-3, force components in eV/Å:
H 0.1 0.2 -0.8
H 0.0 -0.5 0.4
H 0.3 -0.1 -0.8